ORCA calculation (ωB97M-V/def2-TZVPD) on C4H11N3 in the gas phase.

XYZ file:
```
18
Properties=species:S:1:pos:R:3:forces:R:3
C 0.89205 -1.42431 -0.71814 0.076 0.029 -0.075
C 1.22889 -0.11994 -0.04055 -1.715 -0.449 0.583
N 2.57842 0.11227 0.17133 0.905 0.115 -0.030
C 0.28303 0.73537 0.39556 1.122 0.132 0.185
N -1.09066 0.76335 0.23834 -0.626 0.124 -1.055
C -1.78369 0.34692 -0.98031 -0.048 0.157 0.672
N -1.86196 0.85800 1.41218 -0.201 -0.442 0.011
H 0.99229 -1.33044 -1.80331 -0.009 -0.170 0.029
H -0.11751 -1.76984 -0.48090 0.130 0.277 -0.090
H 1.56651 -2.21888 -0.37804 0.047 0.153 -0.097
H 2.77640 0.80970 0.88370 0.007 -0.248 -0.248
H 3.13161 -0.73332 0.28461 -0.213 0.383 0.062
H 0.60374 1.60717 0.96271 0.413 0.067 0.148
H -2.05226 -0.71273 -0.93978 -0.118 -0.087 -0.235
H -2.70565 0.92629 -1.10537 0.138 -0.073 0.184
H -1.16586 0.52767 -1.86681 0.111 -0.051 0.358
H -1.74851 0.00273 1.96138 0.010 0.134 -0.003
H -1.52686 1.61997 2.00339 -0.028 -0.050 -0.401
```
Forces are in eV/Å.

Calculated values
Structure (SMILES): C/C(N)=C\N(C)N
Energy (Eh): -323.2051
LUMO level (eV): 0.93

Partial atomic charges computed with the Mulliken method, in multiples of e: -1.186, 0.719, -0.518, -0.507, 0.251, -0.911, -0.796, 0.233, 0.247, 0.425, 0.207, 0.222, 0.231, 0.309, 0.270, 0.328, 0.226, 0.249


ORCA calculation (ωB97M-V/def2-TZVPD) on C4H11N3 in the gas phase.

XYZ file:
```
18
Properties=species:S:1:pos:R:3:forces:R:3
N 1.87950 -1.03124 -0.38223 1.754 0.060 1.518
C 1.57240 -0.97630 0.99618 -3.981 0.705 -1.869
N 0.37602 -0.77709 1.49993 3.562 -1.177 1.782
C -0.80758 -0.52303 0.76892 4.616 0.249 -3.655
C -0.89675 1.05929 0.51320 -4.493 -4.255 0.088
C -1.55186 1.05472 -0.80737 -2.311 -1.052 -4.382
N -0.40879 0.91582 -1.77858 0.023 2.179 0.388
H 2.87602 -0.78423 -0.58102 -1.663 -0.431 -0.053
H 1.17948 -0.77189 -1.04727 -0.219 0.537 -0.287
H 2.44374 -1.17562 1.57334 0.295 0.032 0.970
H -0.70637 -1.25209 -0.17571 -0.059 2.247 0.497
H -1.64091 -1.02248 1.06482 -2.687 -0.451 2.367
H -0.01582 1.56301 0.52596 2.702 1.096 -0.009
H -1.58608 1.46920 1.21530 -0.251 0.349 0.977
H -2.37715 1.77207 -1.11545 1.628 0.663 0.713
H -2.28160 0.15528 -1.12386 1.888 0.975 1.590
H 0.05472 1.87250 -1.84195 -0.653 -1.642 0.018
H -0.77029 0.73367 -2.69347 -0.152 -0.085 -0.655
```
Forces are in eV/Å.

Calculated values
Structure (SMILES): N/C=N\CCCN
Energy (Eh): -323.1869
LUMO level (eV): 1.01

Partial atomic charges computed with the Mulliken method, in multiples of e: -0.465, 0.005, -0.659, -0.796, -0.376, -0.564, -0.537, 0.232, 0.251, 0.403, 0.284, 0.530, 0.389, 0.279, 0.348, 0.258, 0.209, 0.208


ORCA calculation (ωB97M-V/def2-TZVPD) on C4H11N3 in the gas phase.

XYZ file:
```
18
Properties=species:S:1:pos:R:3:forces:R:3
H 2.84575 0.34869 -0.07897 -0.463 -0.205 -0.122
N 1.83390 0.53565 -0.05706 -0.776 -0.537 0.529
C 1.12871 -0.53596 0.00862 -0.797 0.709 -0.431
C 1.76282 -1.89911 -0.10492 -0.286 -0.050 0.266
C -0.57470 -0.45501 0.03082 5.848 -0.611 0.257
C -0.97750 0.92052 0.41652 -4.305 -1.821 -0.748
N -0.63133 1.97346 -0.43942 0.989 1.011 -0.693
N -2.55953 0.60275 0.11589 1.474 1.422 0.931
H 1.51556 -2.49209 0.77969 -0.025 -0.134 -0.130
H 1.37055 -2.41059 -0.98852 -0.008 -0.076 0.120
H 2.85377 -1.83827 -0.18694 -0.214 0.073 -0.005
H -0.89025 -1.21587 0.74376 -0.241 0.016 -0.246
H -0.78670 -0.72602 -1.00377 -0.577 0.133 0.206
H -0.85652 1.15424 1.47452 0.226 0.057 -0.189
H 0.21686 2.42597 -0.09920 -0.244 -0.151 -0.159
H -0.37574 1.60638 -1.36085 -0.179 0.201 0.366
H -2.86644 1.49299 -0.27512 -0.233 -0.079 0.173
H -3.00922 0.51229 1.02496 -0.191 0.040 -0.124
```
Forces are in eV/Å.

Calculated values
Structure (SMILES): [H]/N=C(\C)CC(N)N
Energy (Eh): -323.2257
LUMO level (eV): 0.98

Partial atomic charges computed with the Mulliken method, in multiples of e: 0.238, -0.597, 0.643, -1.211, -0.821, 0.035, -0.679, -0.696, 0.285, 0.264, 0.393, 0.335, 0.365, 0.375, 0.303, 0.271, 0.261, 0.234


ORCA calculation (ωB97M-V/def2-TZVPD) on C4H11N3 in the gas phase.

XYZ file:
```
18
Properties=species:S:1:pos:R:3:forces:R:3
C -2.27897 0.65570 0.19934 1.045 1.071 0.089
N -1.86410 -0.68415 0.48259 1.773 -1.236 0.441
N -0.47716 -0.67487 1.19526 -2.258 -0.020 -0.161
C 0.58907 -0.34197 0.35051 -0.021 0.670 -1.038
C 1.23829 -1.41374 -0.49773 -0.016 0.321 0.103
C 0.84868 0.97060 0.16956 0.987 -0.720 0.948
N 1.79399 1.48505 -0.70981 -0.052 0.029 -0.285
H -2.56107 1.13835 1.13733 -0.235 -0.004 -0.087
H -3.11188 0.64798 -0.50643 0.083 -0.006 0.106
H -1.42548 1.27076 -0.21188 -0.960 -0.406 -0.007
H -1.73895 -1.18456 -0.40752 0.099 0.218 0.363
H -0.37748 -1.61966 1.56141 -0.237 0.303 -0.105
H 0.80121 -2.38693 -0.28652 0.004 -0.073 0.022
H 2.30895 -1.47210 -0.29466 0.108 -0.077 -0.061
H 1.10685 -1.21369 -1.56186 0.052 -0.051 -0.139
H 0.44899 1.68646 0.87286 -0.300 0.036 -0.131
H 2.43987 0.81285 -1.09327 0.003 0.022 -0.023
H 2.25920 2.32391 -0.39919 -0.076 -0.076 -0.035
```
Forces are in eV/Å.

Calculated values
Structure (SMILES): CNN/C(C)=C/N
Energy (Eh): -323.2017
LUMO level (eV): 0.96

Partial atomic charges computed with the Mulliken method, in multiples of e: -0.661, -0.360, -0.392, 0.427, -1.577, -0.417, -0.491, 0.235, 0.341, 0.216, 0.266, 0.373, 0.385, 0.392, 0.335, 0.474, 0.218, 0.236


ORCA calculation (ωB97M-V/def2-TZVPD) on C4H11N3 in the gas phase.

XYZ file:
```
18
Properties=species:S:1:pos:R:3:forces:R:3
H -0.36293 0.04450 -4.28363 -0.881 -0.123 -0.275
N -0.30993 0.54378 -3.41086 0.986 -0.269 0.292
C -0.16342 -0.28751 -2.44188 -0.676 0.737 -0.479
N 0.32388 0.13409 -1.25700 -0.406 -0.328 0.515
C 0.57780 -0.78130 -0.12090 -0.134 1.015 -1.192
C 0.97543 0.05446 1.08827 0.309 -0.092 -0.572
C -0.21174 0.80321 1.63088 -1.030 0.511 1.335
N -1.35930 -0.07780 1.93263 0.320 -0.271 -0.480
H -0.55955 -1.31006 -2.46806 0.737 -0.204 -0.038
H 0.36605 1.14036 -1.18218 0.310 -0.108 0.228
H -0.34613 -1.33488 0.03946 0.192 -0.286 0.298
H 1.38118 -1.42047 -0.48036 0.066 -0.374 0.503
H 1.73268 0.77026 0.75565 -0.054 0.098 -0.025
H 1.51004 -0.54027 1.82983 -0.408 -0.212 0.199
H -0.57528 1.56610 0.94064 0.170 -0.076 -0.280
H 0.04215 1.36300 2.54382 0.423 -0.076 -0.201
H -1.98977 0.30838 2.62200 0.150 0.067 -0.030
H -1.03117 -0.97584 2.26170 -0.072 -0.010 0.201
```
Forces are in eV/Å.

Calculated values
Structure (SMILES): [H]/N=C/NCCCN
Energy (Eh): -323.2470
LUMO level (eV): 1.00

Partial atomic charges computed with the Mulliken method, in multiples of e: 0.235, -0.698, 0.007, -0.250, -0.541, -0.842, -0.430, -0.536, 0.323, 0.284, 0.418, 0.402, 0.331, 0.332, 0.242, 0.318, 0.231, 0.177


ORCA calculation (ωB97M-V/def2-TZVPD) on C4H11N3 in the gas phase.

XYZ file:
```
18
Properties=species:S:1:pos:R:3:forces:R:3
C 2.47539 0.09969 -1.15414 -0.484 -0.973 0.565
N 1.43961 -0.41562 -0.59387 0.643 0.904 0.141
N 0.15585 -0.08644 -0.77833 -1.419 0.395 0.430
N -0.23560 0.67360 -1.89557 -0.006 -3.395 -0.768
C -0.66749 0.23586 0.51482 0.710 -3.549 -0.311
C 0.28688 0.02288 1.68569 0.254 -0.608 1.104
C -1.89667 -0.85381 0.64788 0.272 3.033 -2.557
H 3.37227 -0.32220 -0.66404 -0.124 0.513 -0.934
H 2.50969 0.84308 -1.96028 -0.146 -0.298 0.216
H -0.32027 1.63405 -1.74596 -0.635 1.715 0.354
H -1.05046 0.13941 -2.27090 0.879 1.567 0.153
H -1.00154 1.24814 0.35424 -0.317 0.292 0.198
H 1.36195 0.14745 1.27966 -1.822 -0.811 1.454
H 0.15117 0.72704 2.49344 -0.194 0.744 0.026
H -0.03075 -0.95355 2.25893 1.479 1.385 -1.500
H -1.55334 -1.81863 0.98658 0.188 -0.116 -0.079
H -2.28343 -0.87005 -0.43607 0.196 -0.526 1.676
H -2.71327 -0.45091 1.27793 0.524 -0.272 -0.168
```
Forces are in eV/Å.

Calculated values
Structure (SMILES): C=NN(N)C(C)C
Energy (Eh): -323.1334
LUMO level (eV): 1.07

Partial atomic charges computed with the Mulliken method, in multiples of e: -0.299, -0.701, 0.449, -0.655, 0.132, -0.907, -1.193, 0.263, 0.302, 0.228, 0.253, 0.337, 0.257, 0.335, 0.229, 0.383, 0.269, 0.318


ORCA calculation (ωB97M-V/def2-TZVPD) on C4H11N3 in the gas phase.

XYZ file:
```
18
Properties=species:S:1:pos:R:3:forces:R:3
C 2.35946 0.34821 1.10292 -0.492 -0.494 1.083
C 0.99940 -0.09984 0.69011 -0.221 -0.773 1.216
N 0.59792 -1.25979 1.33194 -0.473 0.200 -0.903
N 0.27146 0.64071 -0.04002 -0.148 0.315 -0.953
N -1.03648 0.13364 -0.35870 0.179 -0.124 0.504
C -0.94625 -0.75765 -1.50521 0.116 0.016 0.019
C -1.88351 1.27810 -0.65183 0.082 -0.066 0.147
H 2.57295 1.32185 0.67842 0.146 0.069 0.255
H 3.10024 -0.39607 0.80946 0.121 0.122 -0.054
H 2.26718 0.30796 2.23103 0.690 0.597 -1.109
H -0.38646 -1.47414 1.26251 0.158 -0.125 0.109
H 1.18749 -1.76526 1.97294 -0.133 0.276 -0.184
H -1.94376 -1.12874 -1.74321 0.025 -0.015 0.004
H -0.53210 -0.25136 -2.38985 0.017 -0.024 0.040
H -0.30713 -1.60100 -1.24367 -0.023 -0.034 -0.124
H -2.87235 0.92091 -0.93311 -0.060 -0.017 0.012
H -1.48102 1.89900 -1.46131 0.067 -0.008 -0.034
H -1.96703 1.88346 0.24759 -0.049 0.086 -0.029
```
Forces are in eV/Å.

Calculated values
Structure (SMILES): C/C(N)=N/N(C)C
Energy (Eh): -323.2364
LUMO level (eV): 1.04

Partial atomic charges computed with the Mulliken method, in multiples of e: -1.100, 0.656, -0.408, -0.577, -0.011, -0.931, -0.856, 0.328, 0.291, 0.282, 0.248, 0.203, 0.345, 0.321, 0.284, 0.306, 0.329, 0.290


ORCA calculation (ωB97M-V/def2-TZVPD) on a 2-piece molecular cluster, C4H11N3O overall.

XYZ file:
```
19
Properties=species:S:1:pos:R:3:forces:R:3
C 1.30810 -1.03520 -1.21951 -0.334 -0.076 -0.131
C 1.47947 -0.94263 0.27240 0.429 0.218 0.038
N 2.32706 0.08751 0.69127 0.090 -0.671 -0.074
O 0.93233 -1.66215 1.07455 -0.144 -0.064 0.009
H 2.26247 -1.18459 -1.72553 0.058 0.041 0.067
H 0.86024 -0.11033 -1.58571 0.077 0.038 0.003
H 0.64755 -1.86310 -1.46097 0.011 -0.023 0.064
H 3.02326 0.33218 0.00152 -0.039 0.238 0.077
H 2.72535 -0.12100 1.59880 -0.077 0.198 0.005
N -3.07272 -0.18681 -0.11406 -0.195 -0.199 -0.053
C -1.79083 0.34943 0.23046 0.056 -0.093 -0.107
C -1.28908 1.34021 -0.49590 -0.023 0.270 0.262
N -0.03259 1.95466 -0.32332 -0.464 -0.022 -0.148
H -3.72873 -0.13090 0.65621 0.095 0.071 0.030
H -3.01698 -1.16832 -0.36161 0.075 0.033 -0.007
H -1.22431 -0.07935 1.05444 -0.007 0.002 0.047
H -1.89304 1.74678 -1.29866 0.046 -0.031 -0.078
H 0.42228 1.68727 0.53976 0.075 0.055 -0.021
H -0.13969 2.95806 -0.38119 0.271 0.015 0.016
```
Forces are in eV/Å.

Calculated values
Structure (SMILES): CC(N)=O.N/C=C/N
Energy (Eh): -398.5141
LUMO level (eV): 0.90

Partial atomic charges computed with the Mulliken method, in multiples of e: -1.030, 0.589, -0.420, -0.595, 0.404, 0.295, 0.283, 0.229, 0.256, -0.601, -0.215, -0.230, -0.458, 0.249, 0.233, 0.270, 0.303, 0.178, 0.261